# 1
{"formula": "C23H45BN3O9P", "method": "wB97M-V/def2-TZVPD", "total_charge": 0, "e_lumo_ev": 0.56, "multiplicity": 1, "homo_lumo_gap_ev": 8.27, "e_homo_ev": -7.72, "species": ["C", "C", "C", "C", "C", "N", "O", "C", "C", "C", "O", "N", "C", "C", "C", "O", "C", "C", "C", "C", "C", "N", "C", "C", "O", "P", "C", "O", "B", "C", "O", "H", "H", "H", "H", "H", "H", "H", "H", "H", "H", "H", "H", "H", "H", "H", "H", "H", "H", "H", "H", "H", "H", "H", "H", "H", "H", "H", "H", "H", "H", "H", "H", "H", "H", "H", "H", "H", "H", "H", "H", "H", "O", "C", "O", "C", "C", "O", "H", "H", "H", "H"], "positions_angstrom": [[0.9030, 2.8189, 0.9141], [2.0718, 2.3531, 0.5092], [2.1810, 1.1698, -0.4461], [1.9339, 1.7063, -1.8749], [2.5982, 0.8563, -2.9840], [3.3091, -0.3277, -2.4734], [1.1816, 0.1963, -0.2379], [1.1677, -0.3984, 1.0331], [2.4551, -1.1118, 1.4480], [2.6618, -2.4633, 0.8083], [3.0262, -2.6425, -0.2969], [2.4130, -3.6027, 1.7010], [1.3804, -4.5001, 1.1443], [3.6504, -4.3820, 1.8615], [-0.0678, -1.3739, 1.0744], [-1.0359, -0.8731, 0.1375], [-1.1976, -1.7042, -0.9840], [-2.0474, -2.9543, -0.7058], [-3.5417, -2.6780, -0.5597], [-3.8971, -1.8391, 0.6665], [-5.3030, -1.2447, 0.4400], [-5.2454, -0.0405, -0.4092], [-5.1717, 1.1868, 0.2443], [-4.8766, 1.3040, 1.7232], [-5.3045, 2.1865, -0.3912], [-1.9404, -0.6893, -2.4058], [-0.7340, -0.9425, -3.7881], [-1.8869, 0.9230, -2.0196], [-0.6544, -1.3702, 2.5513], [-1.3648, -0.1158, 3.1960], [-0.5048, -2.5216, 3.3333], [0.0530, 2.9291, 0.2509], [0.7843, 3.0514, 1.9661], [2.9664, 2.8276, 0.9009], [3.2059, 0.8098, -0.3765], [0.8530, 1.6271, -2.0076], [2.1540, 2.7670, -1.9454], [3.2390, 1.4987, -3.5844], [1.8088, 0.5294, -3.6686], [2.6105, -1.0339, -2.2553], [3.8196, -0.7108, -3.2636], [0.9636, 0.3407, 1.8118], [3.3550, -0.5193, 1.2910], [2.3964, -1.2730, 2.5246], [0.4352, -4.3020, 1.6549], [1.1994, -4.3592, 0.0755], [1.6084, -5.5454, 1.3262], [3.4711, -5.1862, 2.5722], [3.9076, -4.8729, 0.9167], [4.4739, -3.7936, 2.2591], [0.1983, -2.3768, 0.7429], [-0.2273, -2.0520, -1.3695], [-1.8263, -3.6871, -1.4838], [-1.7079, -3.4226, 0.2249], [-4.0496, -3.6421, -0.4610], [-3.9285, -2.2507, -1.4809], [-3.9621, -2.4892, 1.5390], [-3.2381, -0.9866, 0.8160], [-5.8474, -1.1264, 1.3768], [-5.8521, -1.9998, -0.1247], [-6.0345, -0.0495, -1.0408], [-3.8866, 0.9519, 2.0078], [-5.0199, 2.3401, 1.9918], [-5.6017, 0.7321, 2.3030], [-1.1766, -1.6206, -4.5129], [0.1890, -1.4126, -3.4408], [-0.4900, -0.0085, -4.2902], [-2.7865, 1.1361, -1.7309], [-0.6096, 0.4535, 3.7455], [-1.6931, 0.5321, 2.3780], [-2.2033, -0.3933, 3.8251], [0.4368, -2.6013, 3.5620], [4.2999, 4.8080, 1.0276], [3.7168, 5.4379, 0.2065], [2.8043, 6.4029, 0.4820], [2.4999, 7.0789, -0.7391], [2.8501, 6.0432, -1.7819], [3.8743, 5.2861, -1.1337], [1.4530, 7.3717, -0.7674], [3.1216, 7.9737, -0.8113], [2.0130, 5.3803, -2.0112], [3.2197, 6.4805, -2.7066]], "forces_ev_per_angstrom": [[-0.7, 0.5, 0.4], [0.4, -0.8, -0.1], [0.2, 2.7, -1.2], [-0.3, -1.1, 0.0], [-0.6, 0.1, -0.1], [0.0, 0.3, -0.6], [0.6, -0.4, 0.2], [-0.6, -0.5, 0.0], [0.2, -0.3, 0.4], [-0.4, -0.2, 1.9], [0.5, 0.0, -2.1], [-0.1, -0.3, 0.1], [-0.8, 0.3, 0.2], [-0.2, -0.3, -0.1], [0.4, 0.8, -0.5], [-0.3, -0.1, 0.6], [0.5, 0.2, -0.6], [-0.1, 0.3, 0.2], [0.4, -0.6, 0.0], [-1.3, 0.4, -0.5], [0.4, -0.8, -0.4], [-0.7, -0.8, 1.6], [0.6, -0.6, 0.4], [-0.4, -0.6, 0.2], [-0.4, 1.8, -1.2], [-1.5, -0.4, -0.7], [0.5, 0.1, 0.7], [0.5, -0.4, 0.2], [-0.5, -0.5, 0.6], [0.2, -0.2, -1.3], [0.5, 0.8, 0.2], [-0.5, -1.3, 0.3], [0.1, 1.5, -0.2], [0.3, -1.0, 0.8], [-0.1, -0.5, 0.0], [-0.1, 0.1, 0.1], [0.4, 0.0, 0.0], [0.5, -0.2, 0.1], [-0.1, 0.2, -0.1], [0.2, 0.0, 0.3], [0.2, -0.1, 0.2], [0.2, 0.4, -0.2], [-0.1, 0.2, -0.2], [0.0, 0.0, 0.1], [0.0, -0.1, 0.0], [0.3, -0.1, -0.1], [0.3, 0.0, 0.0], [-0.1, 0.1, 0.2], [0.4, 0.2, 0.0], [0.0, 0.2, -0.2], [0.2, 0.0, 0.1], [0.2, 0.1, 0.3], [-0.2, 0.0, -0.2], [0.2, 0.1, 0.0], [-0.1, 0.0, 0.1], [0.0, 0.3, 0.0], [0.4, 0.1, 0.2], [0.3, -0.3, 0.2], [0.0, 0.3, 0.0], [-0.2, 0.1, 0.0], [0.3, 0.4, -0.5], [0.0, 0.0, -0.1], [0.3, 0.2, -0.1], [0.0, -0.1, 0.0], [-0.2, 0.0, 0.0], [0.1, 0.1, 0.0], [-0.1, 0.1, 0.0], [0.2, 0.1, -0.1], [-0.1, -0.1, 0.3], [-0.1, 0.2, 0.2], [0.0, 0.1, 0.3], [-0.2, -0.7, -0.3], [0.0, 0.0, 0.0], [0.0, -0.1, 0.1], [0.1, -0.1, -0.2], [-0.2, 0.2, -0.1], [-0.1, 0.0, -0.3], [-0.1, 0.1, 0.2], [0.0, -0.1, 0.2], [0.0, 0.0, 0.0], [0.0, 0.0, 0.1], [0.2, -0.1, 0.0]]}

=====

# 2
{"formula": "C23H45Cl3N2O6PPrSi", "method": "wB97M-V/def2-TZVPD", "total_charge": 0, "e_lumo_ev": [0.26, 0.26], "multiplicity": 3, "homo_lumo_gap_ev": [8.48, 8.49], "de_lowest_kcal_mol": 0.00, "e_homo_ev": [-8.22, -8.23], "species": ["C", "C", "H", "H", "H", "C", "C", "H", "H", "H", "H", "Pr", "Cl", "Cl", "C", "O", "N", "C", "C", "H", "H", "H", "H", "H", "H", "H", "H", "H", "C", "C", "N", "H", "C", "O", "H", "H", "H", "H", "O", "C", "C", "C", "H", "C", "H", "C", "H", "C", "C", "H", "H", "H", "Si", "Cl", "C", "C", "C", "H", "H", "H", "H", "H", "H", "H", "H", "H", "C", "O", "P", "O", "C", "O", "C", "H", "H", "H", "H", "H", "H", "H", "H", "H"], "positions_angstrom": [[-1.4386, 1.0534, -4.3501], [-1.3955, -0.4329, -4.1561], [-1.3694, 1.3207, -5.4070], [-0.6251, 1.5546, -3.8011], [-2.3857, 1.4516, -3.9567], [-1.1721, -1.3345, -5.1202], [-0.9468, -0.9980, -6.5574], [-1.1777, -2.4008, -4.8774], [-0.7450, 0.0676, -6.7121], [-1.8178, -1.2674, -7.1695], [-0.0957, -1.5618, -6.9574], [0.2329, 0.5745, -0.1281], [-2.3335, 1.1996, 0.1467], [1.5050, 2.7705, -0.8162], [-1.1541, -2.3362, 0.9794], [-0.0437, -1.7667, 0.7759], [-1.2813, -3.6159, 1.3365], [-0.1060, -4.4078, 1.6784], [-2.5767, -4.2909, 1.3628], [-2.0949, -1.7708, 0.8810], [0.7678, -3.7546, 1.6894], [0.0397, -5.2100, 0.9448], [-0.2495, -4.8616, 2.6657], [-3.3600, -3.5976, 1.0440], [-2.7977, -4.6480, 2.3769], [-2.5712, -5.1518, 0.6823], [1.3999, 0.3150, -3.5457], [1.5762, -2.3935, -4.1668], [2.4188, 0.1416, -3.1816], [2.5710, -2.2742, -3.7047], [2.5440, -1.2268, -2.6912], [2.6428, 0.8601, -2.3922], [2.5743, -1.5116, -1.3784], [2.3272, -0.6708, -0.4828], [2.8724, -3.2199, -3.2423], [2.8389, -2.5572, -1.1281], [3.1019, 0.2791, -4.0242], [3.2840, -1.9960, -4.4925], [-0.3583, -0.5172, -2.0553], [-1.5215, -0.8464, -2.7005], [-0.9230, -3.3075, -2.3694], [-1.8863, -2.3118, -2.4582], [0.1377, -3.0348, -2.4231], [-1.3199, -4.6418, -2.2391], [-2.3343, -0.2189, -2.2954], [-3.2419, -2.6158, -2.3287], [-0.5603, -5.4229, -2.2299], [-2.6799, -4.9603, -2.1797], [-3.6445, -3.9519, -2.2193], [-3.9516, -1.7885, -2.3698], [-2.9845, -6.0090, -2.1234], [-4.7077, -4.1887, -2.1971], [1.6304, 6.5659, -1.1357], [1.1042, 5.7477, -2.9940], [3.3460, 5.9053, -0.8091], [0.1683, 6.0965, -0.0822], [1.7878, 8.4544, -1.0768], [3.3699, 4.8184, -0.9525], [3.6671, 6.1308, 0.2152], [4.0677, 6.3662, -1.4988], [2.5993, 8.8326, -1.7118], [2.0168, 8.7665, -0.0473], [0.8636, 8.9683, -1.3686], [-0.0650, 5.0308, -0.2079], [-0.7085, 6.6822, -0.3940], [0.3542, 6.2961, 0.9796], [0.5137, 3.5108, 3.6791], [0.3846, 2.1668, 4.1859], [-0.2810, 0.9918, 3.2242], [-0.3538, -0.2883, 4.2342], [-0.4999, -0.1946, 5.6604], [1.0529, 0.5380, 2.2621], [2.1813, -0.1522, 2.8582], [-0.3670, 4.0977, 3.9650], [0.6207, 3.5498, 2.5818], [1.4090, 3.9436, 4.1352], [0.4360, 0.1268, 6.1278], [-1.3154, 0.4760, 5.9556], [-0.7363, -1.2088, 6.0018], [2.9899, -0.0366, 2.1388], [2.4518, 0.2986, 3.8149], [1.9641, -1.2188, 2.9868]], "forces_ev_per_angstrom": [[0.0, 0.2, -0.1], [0.2, -0.8, -0.2], [0.0, 0.1, 0.3], [-0.2, -0.2, -0.1], [0.2, -0.1, -0.1], [-0.2, 0.4, 0.2], [0.1, 0.0, -0.4], [0.0, 0.3, 0.0], [0.0, -0.3, 0.0], [0.1, 0.0, 0.1], [-0.1, 0.1, 0.0], [-0.6, -0.9, -1.5], [-0.1, -0.1, 0.0], [0.2, 0.3, 0.1], [1.1, 0.6, -0.4], [-1.7, -0.9, 0.7], [0.1, 0.1, 0.0], [-0.1, 0.0, -0.2], [0.1, 0.1, 0.2], [0.1, -0.2, -0.1], [-0.1, -0.1, 0.0], [0.0, 0.1, 0.1], [0.0, 0.1, -0.1], [0.2, -0.1, 0.0], [0.0, 0.1, -0.2], [0.1, 0.3, 0.1], [0.1, -0.1, 0.2], [0.3, 0.1, 0.2], [-0.4, 0.1, -0.2], [0.0, 0.1, 0.0], [0.4, -0.4, 0.7], [0.0, -0.2, -0.1], [-0.5, 0.9, -0.5], [0.6, -0.8, -0.6], [0.0, 0.1, -0.2], [-0.2, 0.3, -0.1], [0.1, -0.1, 0.2], [-0.1, -0.2, 0.2], [1.3, 0.8, 1.4], [-0.4, 0.0, 0.2], [0.1, -0.3, 0.0], [-0.4, 0.9, -0.1], [-0.5, -0.1, 0.0], [-0.1, 0.3, 0.0], [-0.2, -0.3, 0.0], [0.2, -0.6, -0.2], [-0.2, 0.1, 0.1], [0.0, -0.2, -0.1], [0.1, 0.4, 0.0], [0.0, -0.3, 0.0], [0.1, 0.3, 0.0], [0.2, -0.1, 0.1], [0.1, 0.4, -0.2], [0.1, 0.5, 0.0], [0.0, -0.3, 0.2], [0.0, -0.3, 0.3], [-0.1, 0.0, -0.3], [0.0, 0.2, 0.1], [0.0, 0.0, -0.1], [-0.3, -0.1, 0.1], [-0.2, -0.1, 0.1], [0.0, -0.2, -0.1], [0.1, -0.1, 0.0], [0.1, 0.3, 0.1], [0.3, -0.1, 0.0], [-0.1, 0.0, -0.1], [-0.1, 0.1, -0.2], [-0.1, -1.0, -0.2], [0.5, 0.6, -0.2], [0.4, 0.7, 0.0], [0.0, -0.3, 0.1], [-0.5, -0.1, 1.4], [0.1, 0.0, -0.4], [0.2, -0.1, 0.0], [0.0, -0.2, 0.3], [-0.2, -0.1, -0.1], [-0.2, 0.0, -0.1], [0.2, -0.1, -0.2], [0.0, 0.3, -0.1], [0.1, 0.0, 0.1], [-0.1, 0.0, -0.1], [-0.1, 0.3, 0.0]]}

=====

# 3
{"formula": "C23H45MnN13O4Si4Te", "method": "wB97M-V/def2-TZVPD", "total_charge": -2, "e_lumo_ev": [3.78, 3.75], "multiplicity": 2, "homo_lumo_gap_ev": [5.24, 5.22], "de_lowest_kcal_mol": 0.00, "e_homo_ev": [-1.47, -1.46], "species": ["Mn", "O", "C", "O", "C", "C", "C", "C", "C", "N", "C", "O", "O", "H", "H", "H", "H", "N", "C", "N", "N", "N", "N", "C", "N", "N", "N", "N", "H", "C", "Si", "C", "C", "Si", "Te", "Si", "C", "C", "C", "Si", "C", "C", "C", "H", "H", "H", "H", "H", "H", "H", "H", "H", "H", "H", "H", "H", "H", "H", "H", "H", "H", "H", "H", "H", "H", "H", "H", "H", "H", "H", "C", "N", "C", "C", "N", "N", "C", "C", "H", "H", "H", "H", "H", "H", "H", "H", "H", "H", "H", "H", "H"], "positions_angstrom": [[-0.2150, 0.1793, -0.4363], [3.5301, -2.1414, -1.4939], [2.3628, -1.5647, -1.0210], [1.4215, -1.3759, -1.8268], [2.3141, -1.2510, 0.3500], [3.4084, -1.4157, 1.2344], [3.2455, -1.1941, 2.5694], [1.9729, -0.8133, 3.0499], [0.9619, -0.5798, 2.1322], [1.1064, -0.7600, 0.8189], [-0.4239, -0.0723, 2.5449], [-0.7035, -0.0027, 3.7466], [-1.1696, 0.2583, 1.5818], [3.4061, -2.2302, -2.4482], [4.3524, -1.7037, 0.7985], [4.0775, -1.3005, 3.2577], [1.7836, -0.6658, 4.1018], [0.0229, 2.2316, -3.2232], [1.1785, 2.0734, -2.4833], [2.3356, 2.6472, -2.7847], [3.1613, 2.2299, -1.8214], [2.5441, 1.4721, -0.9911], [1.2702, 1.3342, -1.3662], [-1.1910, 2.0226, -2.6271], [-2.3192, 2.6136, -3.0013], [-3.2454, 2.1156, -2.1873], [-2.7340, 1.2715, -1.3702], [-1.4145, 1.1738, -1.5961], [0.0461, 2.9648, -3.9140], [-7.2009, -1.9087, -1.9276], [-5.5975, -0.8655, -1.6372], [-5.8739, 0.0239, 0.0344], [-5.7419, 0.4818, -2.9893], [-3.7486, -2.3626, -1.6942], [-1.4006, -1.9637, -0.9102], [-4.4314, -4.3002, -0.4784], [-2.9948, -5.5320, -0.1721], [-5.7964, -5.4117, -1.2719], [-5.1023, -3.8874, 1.2779], [-3.5342, -3.0214, -3.9764], [-5.1327, -3.6480, -4.8579], [-2.2849, -4.4674, -4.1651], [-2.8639, -1.6150, -5.0952], [-8.0838, -1.2771, -1.9749], [-7.3550, -2.6340, -1.1373], [-7.1363, -2.4555, -2.8616], [-6.7231, 0.7034, -0.0013], [-4.9912, 0.6061, 0.2742], [-6.0410, -0.6787, 0.8457], [-6.6991, 0.9968, -2.9401], [-5.6408, 0.0677, -3.9881], [-4.9608, 1.2244, -2.8511], [-2.6746, -5.9961, -1.0979], [-3.2446, -6.3230, 0.5294], [-2.1434, -4.9862, 0.2196], [-5.4545, -5.8111, -2.2204], [-6.7005, -4.8470, -1.4657], [-6.0615, -6.2524, -0.6361], [-4.4238, -3.1976, 1.7686], [-5.1922, -4.7664, 1.9122], [-6.0770, -3.4105, 1.2361], [-5.5886, -4.4518, -4.2911], [-4.9348, -4.0199, -5.8594], [-5.8661, -2.8536, -4.9407], [-2.6892, -5.3957, -3.7752], [-1.3965, -4.2331, -3.5878], [-1.9813, -4.6432, -5.1935], [-3.5713, -0.7958, -5.1770], [-2.6198, -1.9432, -6.1033], [-1.9590, -1.2109, -4.6527], [1.1156, 2.6740, 3.8815], [0.2806, 3.6463, 3.2001], [-0.8852, 3.9696, 4.0015], [0.0627, 3.4637, 1.8241], [0.5102, 2.5372, 1.0868], [-0.7075, 4.4888, 1.2688], [-1.1161, 4.2626, -0.0967], [-0.2445, 5.8403, 1.5014], [1.3869, 3.0858, 4.8585], [2.0309, 2.5062, 3.3149], [0.5961, 1.7203, 4.0386], [-1.4214, 3.0553, 4.2856], [-1.5565, 4.6187, 3.4475], [-0.5590, 4.4818, 4.9126], [1.0463, 1.8252, 1.5725], [-1.5380, 3.2631, -0.1529], [-0.2762, 4.3371, -0.7967], [-1.8735, 4.9992, -0.3647], [0.2360, 5.9092, 2.4732], [-1.0949, 6.5256, 1.4719], [0.4740, 6.1603, 0.7341]], "forces_ev_per_angstrom": [[0.7, 0.4, 1.0], [-0.7, 0.5, 1.0], [-1.6, -0.3, -5.6], [2.7, -0.5, 2.3], [-0.7, 1.0, 4.1], [-0.7, -0.2, -1.8], [-1.1, 0.5, 1.2], [1.1, -0.3, -0.6], [-0.5, -0.1, 0.1], [2.1, -0.3, -1.0], [-0.9, 0.3, -0.5], [0.5, -0.2, 0.4], [0.6, -0.1, -0.5], [-0.2, 0.1, 0.0], [0.1, -0.1, 0.1], [-0.1, 0.0, -0.1], [-0.1, 0.1, 0.0], [0.4, 0.0, -0.1], [0.2, -0.1, 0.6], [-0.5, 0.0, -0.4], [0.7, 0.2, 0.1], [0.3, -0.5, 0.5], [-0.4, 0.4, -0.9], [-1.1, -0.6, 0.9], [0.8, 0.3, -0.5], [-0.3, 0.1, 0.2], [-0.2, -0.2, 0.4], [-0.3, 1.3, -1.1], [0.0, 0.0, 0.1], [0.7, 0.1, 0.2], [-1.1, 0.7, 0.1], [0.3, -0.4, -0.4], [0.4, -0.5, 0.3], [0.1, 0.0, -0.2], [-1.3, -2.1, -0.3], [-0.3, -0.9, 0.6], [-0.2, 0.6, -0.2], [0.4, 0.6, 0.0], [0.3, 0.2, -0.6], [0.2, -0.3, -0.9], [0.4, 0.3, 0.5], [-0.3, 0.5, 0.3], [-0.2, -0.3, 0.6], [-0.1, 0.3, 0.0], [0.0, -0.2, 0.3], [0.0, -0.2, -0.3], [-0.2, 0.0, -0.2], [0.3, 0.1, 0.1], [0.0, -0.2, 0.1], [-0.3, -0.1, 0.2], [0.0, -0.2, -0.3], [0.0, 0.0, 0.0], [0.1, -0.1, -0.3], [-0.3, -0.1, 0.2], [0.2, 0.1, 0.1], [0.1, -0.1, -0.3], [-0.3, 0.2, -0.1], [0.1, -0.1, 0.3], [0.2, 0.2, 0.1], [0.0, -0.3, -0.1], [-0.2, 0.1, -0.1], [-0.2, -0.2, 0.2], [0.2, 0.0, -0.2], [-0.2, 0.2, 0.0], [-0.2, -0.2, 0.1], [0.2, 0.1, 0.1], [-0.1, 0.1, -0.3], [-0.2, 0.2, 0.0], [0.0, -0.3, -0.1], [0.2, 0.1, 0.1], [0.1, 0.0, -0.1], [0.1, -0.1, 0.0], [-0.1, 0.0, 0.1], [0.2, 0.2, 0.3], [0.3, 0.1, -0.1], [0.0, 0.1, 0.1], [-0.2, -0.2, -0.1], [-0.1, 0.1, 0.1], [0.0, 0.0, -0.1], [0.1, 0.0, 0.0], [0.1, 0.1, 0.0], [-0.1, 0.0, 0.0], [0.0, 0.0, 0.0], [0.0, 0.0, 0.0], [-0.2, 0.2, 0.1], [-0.1, 0.1, -0.2], [0.0, 0.0, 0.0], [-0.1, 0.0, 0.0], [0.0, 0.1, 0.0], [0.0, 0.1, 0.0], [0.1, 0.0, 0.0]]}